Entry 1:
Formula: C6H11N
Source: OMol25
Level of theory: ωB97M-V/def2-TZVPD

## Properties
- SMILES = C=CNC/C=C/C
- charge = 0
- highest occupied orbital energy (eV) = -8.00
- Kohn-Sham gap (eV) = 9.24
- E_tot (eV) = -7888.24073
- ΔE to the lowest compared entry with this formula, charge and spin (kcal per mole) = 52.8

Each line ends with the natural charge from an NBO analysis.
Positions of all 18 atoms, in Å:
C 0.97 3.28 -0.10  -0.49
C 0.58 2.05 0.20  0.01
N 0.38 1.01 -0.70  -0.64
C 1.11 -0.23 -0.56  -0.25
C -1.90 -2.27 0.72  -0.65
C -0.85 -1.85 -0.25  -0.15
C 0.32 -1.34 0.14  -0.21
H 1.02 3.62 -1.13  0.19
H 1.36 3.96 0.65  0.20
H 0.64 1.75 1.24  0.18
H 0.02 1.22 -1.61  0.38
H 1.99 -0.08 0.05  0.20
H 1.48 -0.51 -1.55  0.20
H -1.72 -1.86 1.71  0.21
H -2.03 -3.35 0.85  0.21
H -2.89 -1.90 0.44  0.22
H -1.05 -2.06 -1.30  0.19
H 0.58 -1.42 1.19  0.18


Entry 2:
Formula: C20H25ClN3O5S
Source: OMol25
Level of theory: ωB97M-V/def2-TZVPD

## Properties
- SMILES = COc1ccccc1NS(=O)(=O)c1cc(C(=O)NCC[NH+]2CCOCC2)ccc1Cl
- charge = +1
- highest occupied orbital energy (eV) = -10.68
- Kohn-Sham gap (eV) = 6.96
- E_tot (eV) = -59188.39477
- ΔE to the lowest compared entry with this formula, charge and spin (kcal per mole) = 382.2

Each line ends with the natural charge from an NBO analysis.
Positions of all 55 atoms, in Å:
C 2.95 1.87 -1.12  -0.27
H 2.09 2.21 -0.43  0.19
H 2.32 1.66 -2.07  0.18
O 3.35 0.58 -0.73  -0.55
C 4.30 -0.05 -1.64  0.25
C 4.99 0.41 -2.67  -0.28
C 6.02 -0.29 -3.28  -0.15
C 6.24 -1.75 -2.82  -0.18
C 5.77 -2.18 -1.59  -0.21
C 4.79 -1.27 -0.89  0.12
N 4.34 -1.90 0.49  -0.85
S 3.16 -3.09 0.25  2.28
O 3.51 -3.94 -0.70  -0.88
O 2.66 -3.18 1.72  -0.91
C 1.68 -2.16 -0.65  -0.34
C 0.87 -1.52 0.33  -0.12
C -0.35 -0.75 -0.28  -0.09
C -0.36 -0.64 -1.60  -0.22
C 0.41 -1.30 -2.38  -0.16
C 1.70 -1.89 -1.83  0.06
Cl 2.80 -2.65 -3.05  0.04
H 0.63 -1.09 -3.38  0.24
H -1.25 -0.23 -1.89  0.25
C -1.33 -0.38 0.75  0.66
O -2.58 -0.20 0.05  -0.78
N -1.41 -0.51 1.99  -0.53
H -0.49 -0.80 2.18  0.42
C -2.48 -0.51 3.00  -0.21
H -1.92 -0.60 3.91  0.26
C -3.00 1.12 3.02  -0.19
N -3.90 1.23 1.87  -0.46
C -5.27 0.75 1.86  -0.25
H -5.25 -0.25 2.26  0.23
C -5.98 1.12 0.54  -0.08
O -5.99 2.45 0.28  -0.46
C -4.75 2.82 0.36  -0.14
H -4.93 3.88 -0.17  0.22
C -3.80 2.91 1.67  -0.14
H -2.89 3.12 1.37  0.21
H -4.26 3.25 2.41  0.19
H -4.20 2.59 -0.56  0.20
H -6.81 0.78 0.92  0.20
H -5.41 0.49 -0.19  0.19
H -5.68 1.47 2.68  0.19
H -3.31 0.67 0.95  0.49
H -2.32 1.84 3.00  0.21
H -3.63 1.28 3.89  0.21
H -3.32 -0.92 2.61  0.23
H 0.83 -1.94 1.34  0.24
H 4.13 -1.06 1.00  0.43
H 6.01 -3.08 -1.08  0.24
H 6.95 -2.32 -3.26  0.21
H 6.05 -0.16 -4.19  0.18
H 4.59 1.40 -3.05  0.23
H 3.72 2.68 -1.19  0.20


Entry 3:
Formula: C29H28F6N8O3PRbSSbSe2
Source: OMol25
Level of theory: ωB97M-V/def2-TZVPD

## Properties
- multiplicity = 2
- charge = 0
- highest occupied orbital energy (alpha / beta) (eV) = -8.13 / -8.13
- Kohn-Sham gap (alpha / beta) (eV) = 7.36 / 5.92
- E_tot (eV) = -222910.10913
- ΔE to the lowest compared entry with this formula, charge and spin (kcal per mole) = 12.8

Each line ends with the Löwdin spin population.
Positions of all 80 atoms, in Å:
Rb -1.00 -0.09 -2.06  0.00
O 2.00 3.08 -5.44  0.14
C 1.32 2.23 -4.90  0.05
N 0.96 2.33 -3.56  0.65
C 0.83 3.67 -3.08  0.08
C 0.39 3.76 -1.64  0.00
C 0.81 4.83 -0.85  0.00
C 0.36 4.91 0.46  0.00
C -0.49 3.93 0.93  0.00
C -0.86 2.91 0.07  0.00
N -0.43 2.82 -1.19  0.01
C 0.92 0.96 -5.60  0.00
C 1.46 0.70 -6.85  0.00
C 1.10 -0.49 -7.47  0.00
C 0.22 -1.34 -6.83  0.00
C -0.27 -0.97 -5.58  0.00
N 0.06 0.16 -4.97  0.01
H 0.14 4.25 -3.72  0.02
H 1.80 4.15 -3.22  0.04
H 1.49 5.57 -1.26  0.00
H 0.68 5.73 1.09  0.00
H -0.87 3.95 1.95  0.00
H -1.52 2.12 0.41  0.00
H 2.14 1.41 -7.29  0.00
H 1.51 -0.74 -8.44  0.00
H -0.08 -2.28 -7.26  0.00
H -0.96 -1.62 -5.06  0.00
Se -1.38 -0.81 1.48  0.00
P -0.51 0.24 3.27  0.00
Se 1.47 0.93 3.05  0.00
C -0.75 -0.92 4.65  0.00
C -2.02 -1.44 4.90  0.00
C -2.21 -2.32 5.95  0.00
C -1.14 -2.68 6.76  0.00
C 0.13 -2.17 6.51  0.00
C 0.32 -1.29 5.45  0.00
C -1.71 1.58 3.57  0.00
C -1.30 2.63 4.39  0.00
C -2.17 3.67 4.67  0.00
C -3.45 3.68 4.11  0.00
C -3.85 2.64 3.28  0.00
C -2.98 1.59 3.02  0.00
H -2.86 -1.17 4.27  0.00
H -3.20 -2.72 6.14  0.00
H -1.29 -3.37 7.58  0.00
H 0.96 -2.45 7.13  0.00
H 1.30 -0.87 5.24  0.00
H -0.30 2.63 4.80  0.00
H -1.86 4.48 5.31  0.00
H -4.12 4.49 4.32  0.00
H -4.84 2.64 2.84  0.00
H -3.31 0.78 2.37  0.00
F -1.95 -2.51 -1.23  0.00
Sb -3.83 -2.42 -1.67  0.00
F -3.97 -1.13 -0.29  0.00
F -3.42 -0.95 -2.83  0.00
F -5.65 -2.25 -2.06  0.00
F -3.53 -3.59 -3.11  0.00
F -4.15 -3.84 -0.49  0.00
S 1.27 -2.72 -3.40  0.00
C 2.20 -3.32 -2.16  0.00
N 1.58 -3.69 -0.98  0.00
C 2.22 -4.28 0.04  0.00
C 3.56 -4.49 -0.05  0.00
C 4.18 -4.01 -1.22  0.00
N 3.56 -3.45 -2.22  0.00
H 0.59 -3.50 -0.93  0.00
H 1.62 -4.55 0.89  0.00
H 4.11 -4.96 0.75  0.00
H 5.26 -4.10 -1.33  0.00
O 0.77 -2.38 2.37  0.00
N 0.07 -2.33 1.46  0.00
N 3.54 -0.83 0.24  0.00
C 2.62 -0.28 -0.63  0.00
N 3.12 0.47 -1.64  0.00
O 1.42 -0.51 -0.51  0.00
H 4.44 -0.38 0.29  0.00
H 3.14 -1.02 1.15  0.00
H 4.10 0.54 -1.83  0.00
H 2.47 0.79 -2.34  0.00